Record 1
DFT (wB97M-V/def2-TZVPD) results for a structure of composition C56H84B2N12O16Pb at a distorted geometry.

Positions of all 171 atoms, in Å:
Pb 0.223 -0.003 -0.232
O -0.531 0.245 2.426
C -0.916 0.377 3.595
O -0.191 0.539 4.716
B -1.056 0.766 5.850
O -2.462 0.686 5.295
C -2.401 0.529 4.021
O -3.348 0.490 3.262
O -0.822 2.093 6.478
C -0.348 1.943 7.716
O -0.005 2.898 8.477
C -0.485 0.482 8.084
O -0.857 -0.173 6.990
O -0.181 -0.014 9.170
O 3.017 4.278 -2.442
C 1.832 4.431 -2.216
O 1.214 5.551 -2.463
B -0.201 5.426 -1.956
O -0.361 3.986 -1.608
C 0.802 3.391 -1.728
O 0.986 2.204 -1.535
O -0.430 6.289 -0.798
C -1.327 7.211 -1.064
O -1.759 8.099 -0.293
C -1.869 6.947 -2.527
O -1.210 5.843 -2.968
O -2.772 7.576 -3.086
C -0.709 5.172 2.665
C -1.216 4.016 3.577
C -2.489 4.301 4.297
C -3.621 4.544 3.420
N -4.529 4.753 2.724
H -1.446 5.504 1.932
H 0.211 4.867 2.167
H -0.455 6.001 3.325
H -0.441 3.679 4.265
H -1.470 3.144 2.975
H -2.326 5.191 4.906
H -2.770 3.498 4.978
C 5.422 -1.641 1.847
C 5.238 -2.547 0.604
C 5.171 -1.700 -0.639
C 3.899 -0.896 -0.687
N 2.920 -0.229 -0.722
H 4.626 -0.922 2.040
H 6.382 -1.130 1.781
H 5.434 -2.189 2.789
H 4.330 -3.125 0.779
H 6.112 -3.194 0.525
H 5.307 -2.305 -1.535
H 6.009 -1.008 -0.549
C -1.281 -4.899 -0.021
C -1.717 -6.335 -0.240
C -0.805 -7.388 0.389
C -0.815 -7.331 1.853
N -0.832 -7.330 3.020
H -1.252 -4.473 0.982
H -1.879 -4.150 -0.539
H -0.232 -4.850 -0.315
H -1.955 -6.489 -1.293
H -2.728 -6.453 0.151
H 0.193 -7.129 0.035
H -1.006 -8.391 0.014
C 2.655 0.967 -3.855
C 3.114 -0.257 -4.681
C 2.160 -0.650 -5.837
C 0.765 -0.954 -5.411
N -0.301 -1.173 -5.090
H 2.638 1.901 -4.416
H 3.200 1.143 -2.927
H 1.680 0.741 -3.423
H 3.238 -1.071 -3.967
H 4.063 -0.079 -5.188
H 2.588 -1.433 -6.463
H 2.057 0.182 -6.534
C -0.868 2.901 -5.136
C -2.354 2.501 -5.098
C -2.853 2.378 -3.700
C -2.083 1.362 -2.967
N -1.478 0.596 -2.376
H -0.499 2.795 -6.156
H -0.131 2.512 -4.434
H -0.800 3.951 -4.853
H -2.317 1.527 -5.586
H -2.995 3.175 -5.666
H -3.902 2.098 -3.595
H -2.731 3.352 -3.225
C 5.044 2.918 -0.469
C 6.091 2.075 0.199
C 7.321 2.780 0.833
C 8.418 1.908 1.193
N 9.283 1.200 1.421
H 4.253 2.366 -0.977
H 5.539 3.545 -1.210
H 4.541 3.588 0.229
H 6.378 1.387 -0.595
H 5.655 1.345 0.881
H 7.033 3.416 1.670
H 7.738 3.392 0.033
C -1.524 -3.337 3.841
C -0.006 -3.584 4.187
C 0.881 -3.925 2.989
C 0.998 -2.910 1.909
N 1.071 -2.082 1.092
H -2.055 -4.268 3.642
H -1.661 -2.756 2.929
H -1.985 -2.654 4.554
H 0.143 -4.378 4.919
H 0.239 -2.617 4.626
H 0.428 -4.770 2.471
H 1.859 -4.236 3.356
C 3.666 0.460 4.667
C 3.100 1.873 4.724
C 3.197 2.562 3.345
C 2.320 2.007 2.291
N 1.694 1.596 1.420
H 4.684 0.337 4.297
H 3.071 -0.124 3.964
H 3.579 0.043 5.670
H 3.733 2.362 5.463
H 2.071 1.931 5.078
H 4.182 2.415 2.901
H 2.929 3.602 3.526
C -3.978 4.532 -0.911
C -4.803 3.240 -0.653
C -4.264 2.302 0.440
C -2.839 2.015 0.363
N -1.698 1.853 0.333
H -4.217 5.090 -1.817
H -2.897 4.396 -0.957
H -4.161 5.176 -0.051
H -4.814 2.629 -1.555
H -5.860 3.462 -0.508
H -4.821 1.367 0.383
H -4.386 2.687 1.453
C -4.481 -3.850 2.079
C -5.170 -3.067 0.962
C -4.691 -1.625 0.778
C -3.234 -1.528 0.488
N -2.089 -1.435 0.266
H -4.420 -3.336 3.039
H -3.456 -4.087 1.793
H -4.995 -4.794 2.259
H -6.252 -3.082 1.090
H -5.009 -3.622 0.038
H -4.954 -1.083 1.686
H -5.244 -1.299 -0.104
C -5.127 -2.970 -5.498
C -3.935 -2.073 -5.110
C -3.344 -2.498 -3.727
C -2.838 -3.890 -3.762
N -2.399 -4.980 -3.783
H -5.546 -2.563 -6.418
H -5.826 -2.995 -4.662
H -4.932 -4.023 -5.699
H -4.190 -1.022 -4.975
H -3.202 -2.008 -5.914
H -4.067 -2.383 -2.920
H -2.494 -1.881 -3.432
C 3.189 -4.318 -2.786
C 2.136 -4.442 -3.896
C 0.655 -4.256 -3.400
C 0.463 -3.024 -2.591
N 0.337 -2.045 -1.940
H 3.221 -5.274 -2.262
H 3.019 -3.462 -2.134
H 4.152 -4.078 -3.237
H 2.246 -5.398 -4.409
H 2.336 -3.674 -4.642
H 0.407 -5.019 -2.663
H -0.104 -4.254 -4.183

Computed properties:
M = 1410.18 g mol⁻¹
spin multiplicity = 1
E_tot = -116685.7465 eV
ΔE to the lowest compared entry with this formula, charge and spin = 2.1 kcal per mole
Kohn-Sham gap = 9.2241 eV
net charge = 0
HOMO = -9.52 eV

These are the Löwdin partial charges, in e, on atoms 1 to 99: Pb 1.253; O -0.049; C -0.305; O 0.225; B -0.863; O 0.242; C -0.424; O 0.118; O 0.192; C -0.321; O 0.095; C -0.366; O 0.214; O 0.132; O 0.127; C -0.379; O 0.242; B -0.857; O 0.206; C -0.359; O -0.064; O 0.221; C -0.339; O 0.101; C -0.324; O 0.174; O 0.118; C -0.057; C -0.248; C -0.189; C -0.190; N 0.166; H 0.069; H 0.063; H 0.078; H 0.107; H 0.085; H 0.133; H 0.117; C -0.099; C -0.243; C -0.169; C -0.128; N 0.123; H 0.052; H 0.074; H 0.075; H 0.102; H 0.117; H 0.109; H 0.108; C -0.117; C -0.254; C -0.177; C -0.213; N 0.153; H 0.042; H 0.058; H 0.061; H 0.097; H 0.106; H 0.112; H 0.123; C -0.102; C -0.226; C -0.167; C -0.205; N 0.183; H 0.084; H 0.041; H 0.043; H 0.086; H 0.106; H 0.111; H 0.116; C -0.079; C -0.233; C -0.169; C -0.178; N 0.139; H 0.078; H 0.061; H 0.071; H 0.099; H 0.123; H 0.116; H 0.113; C -0.111; C -0.274; C -0.168; C -0.248; N 0.142; H 0.051; H 0.083; H 0.075; H 0.099; H 0.082; H 0.122; H 0.122

Record 2
DFT (wB97M-V/def2-TZVPD) results for a cluster of 21 separate species, C56H91IN22O5S in total at a distorted geometry.

Positions of all 176 atoms, in Å:
C 1.984 2.736 1.635
O 2.120 2.745 0.214
C 0.876 2.231 -0.362
N 0.143 3.383 -0.889
C -1.102 3.402 -0.557
C -1.668 3.391 0.899
C -2.144 3.493 -1.739
C 1.319 1.229 -1.490
C 0.079 0.474 -2.136
C -0.723 -0.208 -0.954
C -1.736 -1.353 -1.368
C -2.252 -1.989 -0.011
S -3.240 -0.805 0.972
O -3.731 0.352 0.214
O -2.464 -0.388 2.136
O -4.590 -1.637 1.460
O 2.203 0.221 -1.020
C 3.585 0.511 -1.257
C 4.276 0.463 0.172
C 5.798 0.026 0.142
C 5.974 -1.092 1.255
I 5.448 -0.108 3.155
H 2.889 3.193 2.109
H 1.885 1.703 2.053
H 1.091 3.329 1.954
H 0.360 1.715 0.495
H -2.767 3.594 0.813
H -1.609 2.365 1.357
H -1.256 4.185 1.558
H -1.822 4.272 -2.468
H -3.133 3.790 -1.313
H -2.257 2.483 -2.190
H 1.742 1.846 -2.328
H 0.463 -0.354 -2.814
H -0.519 1.167 -2.771
H -0.025 -0.633 -0.189
H -1.306 0.601 -0.438
H -1.146 -2.129 -1.924
H -2.560 -0.926 -1.981
H -1.328 -2.182 0.594
H -2.793 -2.944 -0.199
H -5.184 -0.933 1.783
H 4.076 -0.223 -1.944
H 3.771 1.526 -1.686
H 3.720 -0.352 0.713
H 4.167 1.418 0.725
H 6.402 0.933 0.405
H 6.068 -0.351 -0.870
H 5.216 -1.900 1.132
H 7.015 -1.467 1.285
C -6.238 -4.413 1.683
C -5.539 -5.313 0.746
N -4.994 -6.007 0.010
H -6.363 -4.909 2.645
H -5.655 -3.504 1.823
H -7.219 -4.153 1.286
C -5.117 -9.364 1.369
C -5.605 -10.722 1.693
N -5.983 -11.776 1.944
H -5.944 -8.657 1.380
H -4.375 -9.051 2.098
H -4.663 -9.363 0.378
C -0.668 0.915 4.163
C 0.474 1.791 4.503
N 1.372 2.456 4.767
H -0.406 0.284 3.315
H -0.922 0.281 5.012
H -1.534 1.521 3.898
C -1.588 0.246 -6.183
C -0.471 1.140 -5.793
N 0.392 1.832 -5.488
H -1.292 -0.372 -7.028
H -1.852 -0.397 -5.343
H -2.458 0.837 -6.466
C -3.442 6.911 -4.571
C -3.978 5.564 -4.286
N -4.391 4.516 -4.065
H -4.252 7.640 -4.565
H -2.710 7.186 -3.813
H -2.963 6.919 -5.549
C 7.825 -2.496 -3.076
C 8.055 -1.984 -1.710
N 8.232 -1.583 -0.650
H 8.447 -3.373 -3.251
H 6.778 -2.772 -3.195
H 8.077 -1.727 -3.805
C 7.907 1.540 5.707
C 8.983 2.432 6.179
N 9.822 3.126 6.547
H 8.251 0.955 4.877
H 7.593 0.892 6.504
H 7.047 2.142 5.381
C -4.884 -8.915 5.732
C -5.172 -8.015 4.598
N -5.396 -7.308 3.722
H -4.646 -8.316 6.624
H -5.751 -9.545 5.936
H -4.032 -9.550 5.495
C -5.701 -0.169 -7.092
C -4.467 -0.822 -7.574
N -3.511 -1.336 -7.946
H -5.652 -0.038 -6.011
H -5.810 0.806 -7.565
H -6.565 -0.784 -7.337
C -0.459 2.814 -9.206
C -1.914 2.524 -9.162
N -3.070 2.296 -9.135
H -0.025 2.399 -10.115
H -0.289 3.895 -9.194
H 0.034 2.368 -8.342
C 10.305 1.656 -2.780
C 8.857 1.364 -2.825
N 7.733 1.137 -2.860
H 10.792 1.252 -3.668
H 10.464 2.733 -2.746
H 10.746 1.202 -1.894
C -3.386 -0.740 7.703
C -2.140 -1.397 7.255
N -1.171 -1.905 6.906
H -3.348 -0.569 8.778
H -3.505 0.215 7.194
H -4.242 -1.375 7.473
C -6.350 4.191 0.227
C -5.411 3.048 0.275
N -4.679 2.157 0.312
H -5.921 4.996 -0.368
H -7.291 3.878 -0.223
H -6.541 4.556 1.235
C -2.157 -5.540 6.731
C -2.633 -6.891 7.098
N -3.006 -7.940 7.384
H -2.995 -4.846 6.706
H -1.427 -5.192 7.461
H -1.689 -5.568 5.747
C 0.162 -3.559 -6.393
C 0.441 -3.041 -5.037
N 0.658 -2.636 -3.985
H 0.769 -4.443 -6.583
H -0.891 -3.825 -6.478
H 0.398 -2.798 -7.135
C 3.220 2.439 7.675
C 3.909 1.988 8.902
N 4.447 1.638 9.856
H 2.753 1.590 7.177
H 2.452 3.168 7.929
H 3.936 2.899 6.995
C -6.481 4.839 -9.172
C -5.259 4.032 -9.388
N -4.308 3.391 -9.557
H -7.257 4.226 -8.709
H -6.257 5.682 -8.518
H -6.848 5.216 -10.126
C 7.679 4.106 9.126
C 6.786 4.135 7.951
N 6.094 4.157 7.036
H 7.532 5.004 9.725
H 7.457 3.230 9.736
H 8.718 4.060 8.799
C -10.017 6.812 -7.922
C -8.898 7.699 -7.538
N -8.029 8.386 -7.241
H -9.750 6.242 -8.811
H -10.238 6.122 -7.109
H -10.905 7.407 -8.134
C 2.567 -4.199 0.753
C 3.834 -4.838 0.339
N 4.818 -5.333 0.017
H 2.547 -4.085 1.837
H 2.479 -3.216 0.290
H 1.724 -4.815 0.444
C 9.523 -2.940 6.079
C 9.179 -1.503 6.024
N 8.904 -0.385 5.981
H 10.605 -3.060 6.087
H 9.108 -3.385 6.983
H 9.113 -3.452 5.209

Computed properties:
M = 1311.46 g mol⁻¹
spin multiplicity = 1
E_tot = -121487.4452 eV
Kohn-Sham gap = 7.2978 eV
net charge = 0
HOMO = -7.49 eV

These are the Löwdin partial charges, in e, on atoms 1 to 99: C -0.133; O -0.167; C -0.307; N 0.137; C -0.321; C -0.030; C -0.039; C -0.264; C -0.107; C -0.198; C -0.189; C -0.205; S 0.693; O -0.388; O -0.322; O -0.202; O -0.127; C -0.175; C -0.230; C -0.320; C -0.582; I 0.754; H 0.099; H 0.080; H 0.075; H 0.126; H 0.040; H 0.070; H 0.084; H 0.072; H 0.038; H 0.075; H 0.155; H 0.093; H 0.086; H 0.119; H 0.084; H 0.102; H 0.114; H 0.106; H 0.104; H 0.092; H 0.119; H 0.131; H 0.078; H 0.073; H 0.099; H 0.061; H 0.031; H 0.007; C -0.067; C -0.277; N 0.123; H 0.057; H 0.040; H 0.082; C -0.100; C -0.280; N 0.110; H 0.058; H 0.052; H 0.077; C -0.063; C -0.255; N 0.155; H 0.066; H 0.055; H 0.073; C -0.088; C -0.278; N 0.140; H 0.055; H 0.073; H 0.057; C -0.062; C -0.278; N 0.128; H 0.080; H 0.081; H 0.081; C -0.056; C -0.256; N 0.156; H 0.079; H 0.084; H 0.068; C -0.202; C -0.271; N 0.120; H 0.023; H 0.056; H 0.056; C -0.085; C -0.248; N 0.140; H 0.020; H 0.086; H 0.083; C -0.055